# 1
The following is a DFT calculation (wB97M-V/def2-TZVPD) of C3H2Cl2O in the gas phase at a distorted geometry.

Last column: Löwdin charge in e.
Geometry (Å):
C 0.9351 0.7701 -0.4322  -0.691
H -0.1344 -0.8021 1.7605  0.084
Cl -1.0449 -0.3452 -1.6830  0.737
C -0.5658 -0.9480 0.7672  0.005
Cl 0.2425 2.5807 -0.2571  0.464
C -0.1530 -0.2129 -0.2504  -0.794
H -1.3789 -1.6909 0.6830  0.085
O 2.0994 0.6483 -0.5879  0.110

Summary:
SMILES = C=C(Cl)C(=O)Cl
lowest unoccupied orbital energy = 0.0 eV
ΔE to the lowest compared entry with this formula, charge and spin = 16.0 kcal per mole
orbital gap = 10.4214 eV
2S+1 = 1
E_tot = -1111.10109 Eh
HOMO energy = -10.46 eV

# 2
The following is a DFT calculation (wB97M-V/def2-TZVPD) of 2 unconnected molecules or ions with the total composition C3H2Cl2O2 at a distorted geometry.

Last column: Löwdin charge in e.
Geometry (Å):
H 2.7839 -0.0226 0.6396  0.089
C 1.0065 0.7986 -0.2653  -0.278
Cl -2.6975 0.1099 -1.1052  0.701
C 2.0230 -0.0032 -0.1792  0.016
O 0.0328 1.4190 -0.3915  0.110
C -1.8600 -0.5165 0.2329  -1.365
H 2.0198 -0.8594 -0.7552  0.038
Cl -2.2386 0.4554 1.5950  0.678
O -1.0699 -1.3812 0.2290  0.011

Summary:
SMILES = O=C(Cl)Cl.C=C=O
lowest unoccupied orbital energy = 0.5 eV
ΔE to the lowest compared entry with this formula, charge and spin = 33.3 kcal per mole
orbital gap = 9.9778 eV
2S+1 = 1
E_tot = -1186.33784 Eh
HOMO energy = -9.48 eV

# 3
The following is a DFT calculation (wB97M-V/def2-TZVPD) of a molecular structure, C3H2Cl2OS2 at a distorted geometry.

Last column: Löwdin charge in e.
Geometry (Å):
O -1.7399 -1.1437 -0.0493  -0.057
H 1.3254 -0.3666 -1.9067  0.070
Cl -1.1614 -2.6077 1.9945  0.642
S 0.8260 -1.2614 0.2062  0.845
H -0.5628 -0.1155 -1.2719  0.075
S 1.0649 1.7332 -0.6714  0.781
C 0.5872 0.0532 -1.0951  -0.760
C -0.8558 -1.4944 0.6672  -1.189
Cl 0.3786 3.3456 1.4250  0.547
C 0.1379 1.8574 0.7015  -0.956

Summary:
lowest unoccupied orbital energy = -0.6 eV
ΔE to the lowest compared entry with this formula, charge and spin = 50.4 kcal per mole
orbital gap = 8.5328 eV
2S+1 = 1
E_tot = -1907.41485 Eh
HOMO energy = -9.14 eV

# 4
The following is a DFT calculation (wB97M-V/def2-TZVPD) of 2 unconnected molecules or ions with the total composition C3H2Cl3N at a distorted geometry.

Last column: Löwdin charge in e.
Geometry (Å):
C 0.4430 1.6304 0.0440  0.065
Cl -0.5017 -1.9024 1.0680  0.578
Cl -2.3465 -0.5541 -0.6585  0.572
Cl 0.2486 -2.0570 -1.6152  0.565
H 0.9266 2.0410 -0.7822  0.046
N 1.5268 -0.2350 1.2930  0.105
C -1.0355 -1.6473 -0.5494  -1.606
H -0.3112 2.1597 0.5745  0.065
C 1.0498 0.5648 0.6259  -0.390

Summary:
lowest unoccupied orbital energy (alpha / beta) = -0.5 / -1.5 eV
ΔE to the lowest compared entry with this formula, charge and spin = 81.9 kcal per mole
orbital gap (alpha / beta) = 8.9472 / 6.7919 eV
2S+1 = 1
E_tot = -1550.68842 Eh
HOMO energy (alpha / beta) = -9.49 / -8.28 eV

# 5
The following is a DFT calculation (wB97M-V/def2-TZVPD) of a molecular structure, C3H2Cl3N at a distorted geometry.

Last column: Löwdin charge in e.
Geometry (Å):
Cl 2.5580 2.1371 -0.0216  0.590
H -0.4916 -0.4403 0.2423  0.123
Cl 0.3489 2.1988 1.9481  0.600
N -0.5891 1.9641 -1.9966  0.158
C -0.1991 1.1925 -1.2341  -0.329
Cl 2.2553 0.0646 1.9278  0.581
C 0.2852 0.2281 -0.2683  -0.150
C 1.4275 1.2561 0.9949  -1.661
H 1.2061 -0.3134 -0.6478  0.088

Summary:
lowest unoccupied orbital energy = 0.0 eV
ΔE to the lowest compared entry with this formula, charge and spin = 24.8 kcal per mole
orbital gap = 10.4844 eV
2S+1 = 1
E_tot = -1550.77931 Eh
HOMO energy = -10.44 eV

# 6
The following is a DFT calculation (wB97M-V/def2-TZVPD) of 2 unconnected molecules or ions with the total composition C3H2Cl4O at a distorted geometry.

Last column: Löwdin charge in e.
Geometry (Å):
C 0.6345 0.5382 -0.8574  -0.757
H -1.5446 0.7690 0.8658  0.111
Cl 2.3447 -1.5260 -0.6230  0.720
C 1.7698 -0.0003 -0.3749  -1.280
C -1.7029 -0.3646 1.0587  -0.763
Cl -0.4478 -0.0704 -2.0284  0.647
H 0.3992 1.6278 -0.5525  0.093
Cl 2.6417 1.0477 0.7226  0.611
Cl -3.2395 -0.9405 0.4112  0.595
O -0.8551 -1.0808 1.3777  0.022

Summary:
SMILES = ClC=C(Cl)Cl.O=CCl
lowest unoccupied orbital energy = 0.5 eV
ΔE to the lowest compared entry with this formula, charge and spin = 0.7 kcal per mole
orbital gap = 9.9683 eV
2S+1 = 1
E_tot = -2031.47648 Eh
HOMO energy = -9.47 eV

# 7
The following is a DFT calculation (wB97M-V/def2-TZVPD) of 3 unconnected molecules or ions with the total composition C3H2ClFN3O4 at a distorted geometry.

Last column: Löwdin charge in e.
Geometry (Å):
O 0.1318 -2.6146 0.1870  0.119
C -0.0423 -0.3674 -0.4269  -0.150
C -0.2538 1.7455 1.0184  -0.280
O -1.9289 -0.5160 0.9397  0.117
O 1.8265 -1.6542 -0.7392  0.108
H 1.6537 0.8840 0.1287  0.109
N -1.5038 -0.6164 -0.1859  -0.351
O -2.1508 -0.9283 -1.1610  0.100
F 1.1878 -0.0130 1.9039  -0.265
N 0.7073 -1.6633 -0.2817  -0.353
Cl 0.5653 2.5267 -1.7544  -0.323
C 0.5970 0.7507 0.3742  -0.147
H 0.0535 -0.1371 -1.5193  0.137
N -0.8434 2.6034 1.5165  0.181

Summary:
charge = -1
lowest unoccupied orbital energy = 2.3 eV
ΔE to the lowest compared entry with this formula, charge and spin = 22.0 kcal per mole
orbital gap = 7.8203 eV
2S+1 = 1
E_tot = -1140.64244 Eh
HOMO energy = -5.56 eV

# 8
The following is a DFT calculation (wB97M-V/def2-TZVPD) of C3H2ClFOS in the gas phase at a distorted geometry.

Last column: Löwdin charge in e.
Geometry (Å):
H -1.7695 1.0288 -0.6512  0.128
C 0.3035 0.4293 -0.3729  -0.493
F -1.3286 0.4431 1.2540  0.001
C 1.2334 -0.4470 0.3747  -0.646
H 0.8603 -0.8213 1.3712  0.076
O 0.7085 1.1127 -1.3210  0.074
C -1.1910 0.2986 -0.0717  -0.707
S 2.7473 -0.7306 0.0068  0.812
Cl -1.5640 -1.3136 -0.5900  0.756

Summary:
SMILES = O=C(C=S)[C@H](F)Cl
lowest unoccupied orbital energy = -1.7 eV
ΔE to the lowest compared entry with this formula, charge and spin = 15.1 kcal per mole
orbital gap = 7.6800 eV
2S+1 = 1
E_tot = -1148.94662 Eh
HOMO energy = -9.38 eV

# 9
The following is a DFT calculation (wB97M-V/def2-TZVPD) of C3H2ClFOS in the gas phase at a distorted geometry.

Last column: Löwdin charge in e.
Geometry (Å):
C -1.0911 0.3178 0.2927  -0.632
H 0.6778 -1.5828 -0.1303  0.040
O 0.7524 1.7279 -0.3208  0.097
Cl -2.0512 -0.4461 -0.9949  0.681
H -1.6594 1.1623 0.6648  0.115
S 2.7719 -0.5231 -0.4213  0.806
C 1.1795 -0.6531 -0.2339  -0.573
C 0.3317 0.6000 -0.1729  -0.485
F -0.9116 -0.6028 1.3166  -0.049

Summary:
SMILES = O=C(C=S)[C@H](F)Cl
lowest unoccupied orbital energy = -1.8 eV
ΔE to the lowest compared entry with this formula, charge and spin = 12.0 kcal per mole
orbital gap = 7.7219 eV
2S+1 = 1
E_tot = -1148.95160 Eh
HOMO energy = -9.47 eV

# 10
The following is a DFT calculation (wB97M-V/def2-TZVPD) of C3H2ClFS in the gas phase at a distorted geometry.

Last column: Löwdin charge in e.
Geometry (Å):
H -1.6725 1.4749 -0.1098  0.043
S -2.3079 -0.8058 -0.0072  0.679
F 0.6042 -1.8689 0.0031  0.058
C 1.0322 -0.6406 0.0138  -0.772
C 0.1869 0.4045 0.0394  -0.206
H 0.7070 1.3601 0.1028  0.095
C -1.2771 0.4647 -0.0228  -0.639
Cl 2.7271 -0.3890 -0.0193  0.743

Summary:
SMILES = F/C(Cl)=C\C=S
lowest unoccupied orbital energy = -1.0 eV
ΔE to the lowest compared entry with this formula, charge and spin = 2.8 kcal per mole
orbital gap = 7.8685 eV
2S+1 = 1
E_tot = -1073.70629 Eh
HOMO energy = -8.83 eV

# 11
The following is a DFT calculation (wB97M-V/def2-TZVPD) of C3H2ClN3O in the gas phase at a distorted geometry.

Last column: Löwdin charge in e.
Geometry (Å):
N 1.2534 0.9168 -2.1065  0.167
N 0.0028 -0.5338 0.9942  0.010
C 1.0428 -0.4994 0.0427  -0.455
N -1.1757 -0.1107 1.0291  -0.073
C -1.9125 0.8714 1.1394  -0.665
Cl -3.5067 0.8875 1.0979  0.717
H 0.8373 0.9055 -3.0599  0.092
H 0.4196 -1.3226 1.6171  0.213
C 0.9905 0.0933 -1.1790  0.014
O 2.0485 -1.2079 0.4250  -0.021

Summary:
lowest unoccupied orbital energy (alpha / beta) = -1.4 / -0.8 eV
ΔE to the lowest compared entry with this formula, charge and spin = 139.2 kcal per mole
orbital gap (alpha / beta) = 6.1546 / 7.7085 eV
2S+1 = 1
E_tot = -814.97899 Eh
HOMO energy (alpha / beta) = -7.59 / -8.51 eV

# 12
The following is a DFT calculation (wB97M-V/def2-TZVPD) of 2 unconnected molecules or ions with the total composition C3H2ClN3O2 at a distorted geometry.

Last column: Löwdin charge in e.
Geometry (Å):
N -0.7393 0.3997 -1.0402  -0.050
N 2.1341 -0.2132 0.4391  -0.175
Cl 1.7397 0.2751 -2.1710  0.732
C -0.9009 -0.7646 -0.4809  -0.237
O -1.1667 1.3370 -0.2280  0.000
O 2.3796 -0.3413 1.5992  0.040
C 1.8525 -0.4672 -0.6848  -0.541
H -1.7485 1.4399 1.6698  0.142
H -0.7157 -1.7517 -0.7898  0.115
N -1.3479 -0.6091 0.7726  0.110
C -1.4869 0.6953 0.9138  -0.136

Summary:
SMILES = [O-][N+]#CCl.c1ncon1
lowest unoccupied orbital energy = -0.3 eV
ΔE to the lowest compared entry with this formula, charge and spin = 119.4 kcal per mole
orbital gap = 9.4491 eV
2S+1 = 1
E_tot = -890.25952 Eh
HOMO energy = -9.71 eV

# 13
The following is a DFT calculation (wB97M-V/def2-TZVPD) of 2 unconnected molecules or ions with the total composition C3H2ClN3S at a distorted geometry.

Last column: Löwdin charge in e.
Geometry (Å):
S 0.8451 -1.5508 -0.5743  0.994
C 0.8865 -0.4484 -1.9368  -0.394
N -0.5526 -0.7220 2.2620  0.022
C 0.1158 -0.3116 0.2725  -0.525
C 0.2979 0.7186 -1.5705  -0.298
H -0.0037 1.6218 -2.1410  0.123
Cl -1.9842 0.2590 4.1027  0.619
N -1.0744 0.2235 2.7463  -0.633
N -0.0889 0.7983 -0.3038  -0.006
H 1.5584 -0.5884 -2.8572  0.098

Summary:
lowest unoccupied orbital energy (alpha / beta) = -0.7 / -0.8 eV
ΔE to the lowest compared entry with this formula, charge and spin = 82.1 kcal per mole
orbital gap (alpha / beta) = 8.1825 / 7.8849 eV
2S+1 = 1
E_tot = -1137.97835 Eh
HOMO energy (alpha / beta) = -8.85 / -8.70 eV

# 14
The following is a DFT calculation (wB97M-V/def2-TZVPD) of a molecular structure, C3H2ClNO at a distorted geometry.

Last column: Löwdin charge in e.
Geometry (Å):
C 0.0025 0.2438 -1.2501  0.159
O 1.2487 -1.9508 0.2479  0.020
C -0.5302 0.8326 -0.1977  -0.110
C -0.0633 -0.0767 0.8615  -0.728
H -1.1506 1.7062 -0.0893  0.102
N 0.5947 -0.9384 0.1620  -0.197
Cl -0.2655 -0.0716 2.5656  0.686
H 0.1639 0.2549 -2.2999  0.067

Summary:
lowest unoccupied orbital energy (alpha / beta) = 0.1 / 0.1 eV
ΔE to the lowest compared entry with this formula, charge and spin = 114.6 kcal per mole
orbital gap (alpha / beta) = 8.6073 / 8.6066 eV
2S+1 = 1
E_tot = -705.50147 Eh
HOMO energy (alpha / beta) = -8.53 / -8.52 eV

# 15
The following is a DFT calculation (wB97M-V/def2-TZVPD) of C3H2ClNO in the gas phase at a distorted geometry.

Last column: Löwdin charge in e.
Geometry (Å):
Cl 1.9427 -0.0304 0.0528  0.661
H -2.3375 -1.6272 0.5261  0.178
H -0.7273 2.3513 -0.0036  0.164
C -0.6477 1.1941 -0.0169  -0.067
O -1.8733 0.5030 0.0225  -0.022
C -1.6420 -0.8022 0.0550  -0.214
N -0.3787 -1.1015 -0.1695  0.048
C 0.2358 0.1877 -0.1070  -0.748

Summary:
SMILES = Clc1cocn1
lowest unoccupied orbital energy = 0.9 eV
ΔE to the lowest compared entry with this formula, charge and spin = 22.2 kcal per mole
orbital gap = 10.5828 eV
2S+1 = 1
E_tot = -705.64874 Eh
HOMO energy = -9.68 eV

# 16
The following is a DFT calculation (wB97M-V/def2-TZVPD) of C3H2ClNOS in the gas phase at a distorted geometry.

Last column: Löwdin charge in e.
Geometry (Å):
Cl 3.0075 -0.7404 -0.0319  0.790
O 1.1796 1.1212 -0.0216  -0.014
C 1.4178 -0.2207 -0.0040  -0.875
H -2.0891 -1.9540 0.0593  -0.124
N 0.3718 -0.9607 0.0559  0.070
H -0.5741 2.2335 -0.0836  0.126
C -0.2068 1.2162 0.0185  -0.101
C -0.7367 -0.0451 0.0549  -0.667
S -2.3700 -0.6499 -0.0476  0.795

Summary:
SMILES = Sc1coc(Cl)n1
lowest unoccupied orbital energy = 0.8 eV
ΔE to the lowest compared entry with this formula, charge and spin = 6.2 kcal per mole
orbital gap = 9.5671 eV
2S+1 = 1
E_tot = -1103.86874 Eh
HOMO energy = -8.77 eV

# 17
The following is a DFT calculation (wB97M-V/def2-TZVPD) of a gas-phase ion, C3H2ClO3 (charge -1) at a distorted geometry.

Last column: Löwdin charge in e.
Geometry (Å):
C 1.8250 0.4584 0.1057  -0.013
C -0.7485 0.3970 -0.2714  -0.591
C -1.2824 -1.0106 -0.1073  -0.822
H 2.2630 1.1979 0.7256  0.021
H 2.2183 -0.5272 -0.3262  0.079
Cl -1.9142 1.6922 -0.0981  0.616
O -2.4561 -1.1324 0.1779  -0.052
O 0.4872 0.7952 0.0125  -0.182
O -0.3922 -1.8704 -0.2186  -0.056

Summary:
charge = -1
lowest unoccupied orbital energy (alpha / beta) = 3.7 / 3.7 eV
ΔE to the lowest compared entry with this formula, charge and spin = 63.4 kcal per mole
orbital gap (alpha / beta) = 7.0763 / 7.7025 eV
2S+1 = 1
E_tot = -801.36564 Eh
HOMO energy (alpha / beta) = -3.39 / -4.03 eV

# 18
The following is a DFT calculation (wB97M-V/def2-TZVPD) of a molecular structure, C3H2CoO4 at a distorted geometry.

Last column: Löwdin charge in e.
Geometry (Å):
O 0.5002 1.2218 -2.6463  0.328
O 2.1826 -0.1802 0.0367  0.040
H 2.1914 -0.6284 0.8901  0.103
O 0.4813 2.0021 2.1224  0.328
Co -0.2097 0.2205 -0.0370  0.745
C -1.7656 -0.5818 0.0877  0.020
C 0.1209 1.2565 1.3126  0.003
C 0.1325 0.7726 -1.6437  0.004
H 2.1937 -0.8874 -0.6182  0.103
O -2.8423 -0.9942 0.1501  0.325

Summary:
charge = +2
lowest unoccupied orbital energy (alpha / beta) = -11.6 / -13.9 eV
ΔE to the lowest compared entry with this formula, charge and spin = 12.1 kcal per mole
expectation value of S² = 3.7627
orbital gap (alpha / beta) = 10.9056 / 9.0623 eV
2S+1 = 4
E_tot = -1798.39704 Eh
HOMO energy (alpha / beta) = -22.54 / -22.98 eV

# 19
The following is a DFT calculation (wB97M-V/def2-TZVPD) of a molecular structure, C3H2CrO4 at a distorted geometry.

Last column: Löwdin charge in e.
Geometry (Å):
Cr -0.0961 0.9821 0.1708  1.052
O 3.0831 -0.5795 -0.2976  0.174
H -1.1200 2.9532 0.1711  0.212
C -0.9837 -0.0108 -1.7869  0.142
O -1.4608 -0.6106 -2.7230  0.177
O -0.3780 2.5352 0.7241  -0.064
C 2.0254 0.0119 -0.1774  0.150
O -0.7329 -4.6783 1.4328  0.042
C -0.7539 -3.5367 1.4642  -0.014
H 0.4170 2.9334 1.0220  0.128

Summary:
charge = +2
lowest unoccupied orbital energy (alpha / beta) = -12.6 / -11.6 eV
ΔE to the lowest compared entry with this formula, charge and spin = 37.4 kcal per mole
expectation value of S² = 6.0088
orbital gap (alpha / beta) = 6.4008 / 7.3880 eV
2S+1 = 5
E_tot = -1460.08100 Eh
HOMO energy (alpha / beta) = -18.98 / -18.98 eV

# 20
The following is a DFT calculation (wB97M-V/def2-TZVPD) of a molecular structure, C3H2CuLiO3 at a distorted geometry.

Last column: Löwdin charge in e.
Geometry (Å):
C -0.1888 0.2522 0.0955  -0.209
C -1.4254 -0.1371 0.6197  -0.377
Cu 3.8445 -0.4149 -0.9339  0.524
O 2.2280 0.5623 -0.9799  -0.165
Li -3.8346 -0.9355 0.4903  0.802
O -2.5433 0.1963 0.0794  -0.301
H -0.0871 0.9421 -0.7442  0.118
O 0.8454 -0.7044 0.2196  -0.076
C 2.0485 -0.4775 -0.2866  -0.469
H -0.8872 0.7165 1.4400  0.153

Summary:
lowest unoccupied orbital energy (alpha / beta) = -1.0 / -1.2 eV
ΔE to the lowest compared entry with this formula, charge and spin = 98.3 kcal per mole
expectation value of S² = 2.0082
orbital gap (alpha / beta) = 3.6243 / 5.8431 eV
2S+1 = 3
E_tot = -1988.96807 Eh
HOMO energy (alpha / beta) = -4.64 / -7.00 eV